(1)
Density functional theory data (the ωB97M-V functional and the def2-TZVPD basis) for a molecular structure, C53H41F9NP3TeW.

```
109
C53H41F9NP3TeW (the ωB97M-V functional and the def2-TZVPD basis)
W -0.77 -0.71 -0.57
C 0.82 -2.47 2.35
N 1.88 -1.54 2.04
C 2.49 -1.65 0.73
P 1.38 -1.83 -0.75
C 2.54 -1.34 -2.06
C 2.33 -0.15 -2.74
C 3.24 0.27 -3.70
C 4.36 -0.51 -3.98
C 4.56 -1.71 -3.31
C 3.65 -2.13 -2.35
C 1.24 -3.63 -1.02
C 0.72 -4.02 -2.27
C 0.66 -5.35 -2.62
C 1.12 -6.32 -1.74
C 1.64 -5.95 -0.51
C 1.72 -4.61 -0.16
C 2.84 -1.30 3.08
C 3.11 -2.25 4.06
C 4.03 -1.98 5.06
C 4.71 -0.77 5.08
C 4.45 0.18 4.10
C 3.52 -0.09 3.11
P -0.73 -1.84 1.57
C -1.00 -0.22 2.31
C -0.22 0.30 3.43
C -0.48 1.51 3.93
C -1.35 2.50 3.24
C -2.16 1.96 2.01
C -1.97 0.51 1.71
C -2.04 -2.97 2.08
C -2.25 -4.11 1.31
C -3.20 -5.04 1.71
C -3.94 -4.81 2.87
C -3.74 -3.66 3.62
C -2.78 -2.74 3.24
H 0.63 -2.48 3.43
H 0.97 -3.50 2.03
H 3.22 -2.48 0.67
H 3.06 -0.74 0.53
H 1.45 0.44 -2.54
H 3.09 1.20 -4.24
H 5.07 -0.19 -4.73
H 5.42 -2.32 -3.54
H 3.80 -3.07 -1.84
H 0.39 -3.26 -2.96
H 0.28 -5.63 -3.59
H 1.08 -7.37 -2.01
H 2.00 -6.71 0.18
H 2.17 -4.36 0.79
H 2.61 -3.21 4.05
H 4.24 -2.73 5.82
H 5.43 -0.56 5.85
H 4.97 1.13 4.11
H 3.31 0.66 2.35
H 0.49 -0.35 3.92
H 0.00 1.84 4.84
H -1.97 3.02 3.98
H -3.21 2.22 2.03
H -2.73 0.02 1.10
H -1.68 -4.27 0.40
H -3.37 -5.93 1.12
H -4.68 -5.54 3.18
H -4.33 -3.49 4.51
H -2.61 -1.85 3.83
Te -2.35 -1.90 -2.11
F -7.49 3.61 -2.83
C -6.95 3.84 -1.62
F -7.76 3.29 -0.70
F -6.93 5.16 -1.42
C -5.56 3.26 -1.54
C -5.38 1.98 -1.04
C -4.10 1.44 -1.00
C -3.01 2.18 -1.46
C -3.21 3.46 -1.98
C -4.49 4.00 -2.01
P -1.33 1.51 -1.40
C -0.53 2.14 -2.91
C 0.27 3.28 -2.91
C 0.85 3.71 -4.09
C 0.65 2.99 -5.26
C -0.16 1.85 -5.27
C -0.74 1.43 -4.09
C 1.34 3.38 -6.54
F 2.27 2.45 -6.85
F 1.96 4.56 -6.44
F 0.48 3.44 -7.56
C -0.51 2.30 0.01
C 0.82 2.12 0.15
C 1.54 2.68 1.28
C 0.91 3.35 2.24
C -0.58 3.51 2.30
C -1.35 2.94 1.07
C 1.72 3.95 3.37
F 0.94 4.54 4.28
F 2.58 4.87 2.90
F 2.45 3.01 4.00
H -6.23 1.41 -0.68
H -3.97 0.43 -0.63
H -2.38 4.04 -2.35
H -4.65 4.99 -2.41
H 0.43 3.85 -2.00
H 1.47 4.60 -4.11
H -0.32 1.31 -6.19
H -1.36 0.54 -4.08
H 1.41 1.68 -0.65
H 2.62 2.59 1.30
H -0.83 4.54 2.52
H -2.01 3.67 0.60
```

Output
- E_tot (eV) = -118545.3578
- charge = +2
- lowest unoccupied orbital energy (alpha / beta) (eV) = -7.160 / -7.213
- largest force on an atom (eV/A) = 2.5
- energy above the lowest of the compared OMol25 structures with the same formula, charge and spin (kJ/mol) = 263.9

(2)
Density functional theory data (the ωB97M-V functional and the def2-TZVPD basis) for a molecular structure, C53H43BrN4OP2SeV.

```
106
C53H43BrN4OP2SeV (the ωB97M-V functional and the def2-TZVPD basis)
V -1.07 0.58 0.30
Br -4.36 6.21 3.72
C -3.25 4.97 2.84
C -2.28 5.42 1.95
C -1.44 4.53 1.31
C -1.57 3.16 1.53
O -0.73 2.33 0.93
C -2.58 2.69 2.40
C -2.87 1.30 2.60
N -2.33 0.34 1.93
C -2.74 -1.00 2.14
C -3.26 -1.49 3.31
C -3.75 -2.82 3.37
C -3.70 -3.62 2.27
C -3.11 -3.16 1.07
C -3.01 -3.96 -0.09
C -2.38 -3.46 -1.20
C -1.81 -2.17 -1.13
N -1.91 -1.40 -0.07
C -2.59 -1.86 1.02
C -3.41 3.62 3.07
H -2.17 6.48 1.76
H -0.68 4.87 0.62
H -3.63 1.06 3.34
H -3.32 -0.87 4.19
H -4.17 -3.18 4.29
H -4.09 -4.63 2.31
H -3.43 -4.96 -0.09
H -2.29 -4.02 -2.12
H -1.27 -1.78 -1.98
H -4.18 3.27 3.74
C 2.40 1.23 -0.33
N 2.89 -0.12 -0.34
C 2.52 -1.02 0.72
P 0.86 -0.79 1.52
C 0.43 -2.52 1.88
C 0.51 -3.48 0.88
C 0.13 -4.79 1.12
C -0.33 -5.16 2.37
C -0.44 -4.21 3.38
C -0.07 -2.89 3.13
C 1.30 -0.09 3.14
C 2.22 -0.74 3.97
C 2.58 -0.19 5.18
C 2.02 1.02 5.59
C 1.12 1.68 4.77
C 0.75 1.12 3.55
C 4.06 -0.44 -1.07
C 4.82 -1.56 -0.75
C 5.94 -1.89 -1.50
C 6.33 -1.12 -2.58
C 5.57 0.00 -2.90
C 4.45 0.34 -2.16
P 0.81 1.34 -1.30
C 0.66 3.10 -1.71
C -0.27 3.51 -2.67
C -0.42 4.85 -2.97
C 0.36 5.80 -2.32
C 1.28 5.41 -1.37
C 1.43 4.06 -1.06
C 1.22 0.49 -2.85
C 1.22 -0.90 -2.84
C 1.57 -1.61 -3.98
C 1.90 -0.94 -5.15
C 1.88 0.45 -5.17
C 1.55 1.16 -4.02
H 3.14 1.91 -0.74
H 2.20 1.58 0.70
H 3.26 -1.03 1.55
H 2.50 -2.04 0.32
H 0.86 -3.22 -0.12
H 0.21 -5.53 0.33
H -0.61 -6.19 2.57
H -0.81 -4.49 4.35
H -0.15 -2.16 3.92
H 2.65 -1.68 3.67
H 3.29 -0.70 5.82
H 2.31 1.46 6.54
H 0.69 2.62 5.08
H 0.06 1.66 2.91
H 4.57 -2.19 0.10
H 6.52 -2.77 -1.23
H 7.20 -1.38 -3.17
H 5.85 0.62 -3.74
H 3.88 1.20 -2.46
H -0.89 2.78 -3.17
H -1.14 5.15 -3.71
H 0.24 6.85 -2.56
H 1.89 6.14 -0.86
H 2.15 3.78 -0.30
H 0.97 -1.44 -1.94
H 1.58 -2.69 -3.96
H 2.16 -1.49 -6.04
H 2.14 0.99 -6.07
H 1.56 2.24 -4.05
Se -2.84 1.54 -1.24
C -3.24 0.16 -2.49
C -4.36 -0.65 -2.33
C -4.58 -1.68 -3.22
N -3.79 -1.96 -4.25
C -2.74 -1.16 -4.43
C -2.43 -0.10 -3.60
H -5.04 -0.49 -1.50
H -5.45 -2.33 -3.10
H -2.11 -1.38 -5.28
H -1.55 0.50 -3.81
```

Output
- spin multiplicity = 3
- E_tot (eV) = -243319.6222
- charge = +1
- lowest unoccupied orbital energy (alpha / beta) (eV) = -3.360 / -3.378
- largest force on an atom (eV/A) = 0.5
- energy above the lowest of the compared OMol25 structures with the same formula, charge and spin (kJ/mol) = 0.0